Entry 1:
Formula: C66H80N5O6Rb
Source: OMol25
Level of theory: ωB97M-V/def2-TZVPD

Each line ends with the Löwdin charge.
Positions of all 158 atoms, in Å:
Rb (0.043, -0.193, -0.313)  0.9876
C (1.490, 2.550, -2.358)  -0.0584
O (1.862, 1.804, -1.201)  -0.2039
C (3.203, 1.510, -1.052)  -0.1849
C (3.834, 1.980, 0.100)  -0.1029
C (3.115, 2.728, 1.211)  -0.0700
C (3.170, 1.914, 2.481)  -0.1580
C (3.959, 2.279, 3.558)  -0.0176
C (4.109, 1.473, 4.694)  -0.1967
C (3.426, 0.257, 4.678)  -0.0042
C (2.622, -0.149, 3.615)  -0.1398
C (1.946, -1.502, 3.626)  -0.0755
C (2.546, -2.466, 2.613)  -0.0952
C (3.815, -2.977, 2.866)  0.0268
C (4.420, -3.901, 2.026)  -0.1609
C (3.718, -4.274, 0.883)  0.0147
C (2.469, -3.762, 0.556)  -0.0966
C (1.890, -4.106, -0.818)  -0.0703
C (2.728, -3.482, -1.917)  -0.1306
C (3.819, -4.126, -2.477)  -0.0193
C (4.707, -3.496, -3.359)  -0.1961
C (4.467, -2.146, -3.615)  -0.0192
C (3.387, -1.459, -3.072)  -0.1407
C (3.252, 0.046, -3.187)  -0.0774
C (3.896, 0.743, -1.987)  -0.0957
C (5.254, 0.506, -1.758)  0.0306
C (5.916, 0.960, -0.629)  -0.1587
C (5.175, 1.700, 0.285)  0.0193
C (7.371, 0.617, -0.314)  -0.5512
C (7.997, -0.265, -1.392)  -0.0692
C (8.202, 1.900, -0.187)  -0.0545
C (7.418, -0.146, 1.018)  -0.0415
C (2.422, -2.139, -2.283)  -0.3522
O (1.343, -1.561, -1.894)  -0.3067
C (5.872, -4.274, -3.971)  -0.5659
C (6.755, -3.379, -4.840)  -0.0781
C (5.342, -5.419, -4.846)  -0.0605
C (6.752, -4.867, -2.862)  -0.0615
C (1.877, -2.877, 1.464)  -0.1863
O (0.619, -2.358, 1.261)  -0.2346
C (-0.468, -3.279, 1.295)  -0.0594
C (5.810, -4.479, 2.297)  -0.5524
C (6.389, -3.968, 3.616)  -0.0719
C (5.733, -6.009, 2.366)  -0.0565
C (6.763, -4.078, 1.163)  -0.0356
C (2.396, 0.721, 2.524)  -0.3647
O (1.534, 0.460, 1.601)  -0.2839
C (4.954, 1.947, 5.874)  -0.5688
C (4.367, 3.245, 6.449)  -0.0587
C (6.394, 2.214, 5.416)  -0.0602
C (4.996, 0.907, 6.994)  -0.0804
H (2.329, 2.658, -3.046)  0.0964
H (0.668, 2.042, -2.864)  0.0831
H (1.155, 3.544, -2.050)  0.0908
H (3.632, 3.677, 1.379)  0.1186
H (2.088, 2.946, 0.921)  0.0972
H (4.506, 3.218, 3.488)  0.1087
H (3.532, -0.433, 5.510)  0.0964
H (2.090, -1.938, 4.618)  0.1168
H (0.870, -1.413, 3.465)  0.0882
H (4.318, -2.625, 3.760)  0.1067
H (4.179, -4.952, 0.170)  0.1072
H (1.867, -5.192, -0.931)  0.1182
H (0.875, -3.728, -0.909)  0.0949
H (3.990, -5.166, -2.204)  0.1044
H (5.153, -1.587, -4.245)  0.0970
H (3.731, 0.397, -4.105)  0.1216
H (2.198, 0.304, -3.239)  0.0792
H (5.769, -0.123, -2.474)  0.0965
H (5.626, 2.035, 1.215)  0.1161
H (8.005, 0.233, -2.366)  0.0850
H (9.031, -0.492, -1.118)  0.0798
H (7.458, -1.211, -1.499)  0.0802
H (8.181, 2.466, -1.122)  0.0852
H (7.817, 2.548, 0.604)  0.0752
H (9.245, 1.659, 0.049)  0.0774
H (6.799, -1.042, 0.961)  0.0683
H (8.446, -0.445, 1.254)  0.0846
H (7.039, 0.461, 1.845)  0.0768
H (6.190, -2.932, -5.661)  0.0816
H (7.202, -2.569, -4.256)  0.0781
H (7.567, -3.973, -5.272)  0.0766
H (4.729, -5.023, -5.660)  0.0852
H (6.168, -5.996, -5.280)  0.0737
H (4.717, -6.101, -4.263)  0.0741
H (7.125, -4.076, -2.207)  0.0756
H (6.193, -5.575, -2.244)  0.0706
H (7.611, -5.399, -3.290)  0.0764
H (-0.119, -4.295, 1.483)  0.1006
H (-1.150, -2.978, 2.092)  0.0829
H (-1.003, -3.260, 0.343)  0.0911
H (5.754, -4.237, 4.465)  0.0848
H (7.377, -4.410, 3.776)  0.0791
H (6.504, -2.881, 3.612)  0.0830
H (5.044, -6.323, 3.154)  0.0867
H (5.382, -6.435, 1.423)  0.0752
H (6.722, -6.428, 2.581)  0.0767
H (6.889, -2.994, 1.135)  0.0603
H (7.747, -4.537, 1.309)  0.0852
H (6.378, -4.389, 0.189)  0.0662
H (4.340, 4.034, 5.694)  0.0743
H (3.340, 3.079, 6.788)  0.0852
H (4.963, 3.598, 7.298)  0.0743
H (6.429, 3.004, 4.662)  0.0717
H (7.022, 2.525, 6.259)  0.0744
H (6.827, 1.313, 4.974)  0.0832
H (3.995, 0.685, 7.370)  0.0815
H (5.445, -0.031, 6.655)  0.0824
H (5.595, 1.287, 7.826)  0.0759
O (-6.934, 3.101, -3.761)  -0.0661
C (-6.625, 3.182, -2.553)  -0.6986
O (-7.112, 3.879, -1.638)  -0.0649
C (-5.440, 2.292, -2.126)  -0.0999
C (-5.068, 2.171, -0.791)  0.0409
C (-3.998, 1.351, -0.451)  -0.2183
N (-3.286, 0.673, -1.343)  0.1632
C (-3.639, 0.787, -2.619)  -0.2169
C (-4.700, 1.573, -3.057)  0.0377
C (-2.798, -0.010, -3.563)  -0.2275
C (-3.357, -0.732, -4.612)  -0.0221
C (-2.514, -1.469, -5.429)  -0.0806
C (-1.152, -1.471, -5.158)  -0.0628
C (-0.692, -0.729, -4.077)  -0.1185
N (-1.498, -0.002, -3.298)  0.1165
C (-3.582, 1.178, 0.979)  -0.2282
C (-3.447, 2.286, 1.815)  -0.0101
C (-3.076, 2.092, 3.133)  -0.0994
C (-2.836, 0.802, 3.578)  -0.1606
C (-2.977, -0.236, 2.671)  -0.1558
N (-3.342, -0.067, 1.400)  0.1514
H (-5.630, 2.719, -0.045)  0.1165
H (-4.963, 1.657, -4.104)  0.1149
H (-4.428, -0.719, -4.765)  0.1117
H (-2.919, -2.048, -6.251)  0.0972
H (-0.451, -2.051, -5.747)  0.0982
H (0.352, -0.754, -3.792)  0.0811
H (-3.617, 3.278, 1.416)  0.1214
H (-2.947, 2.939, 3.796)  0.1069
H (-2.523, 0.600, 4.595)  0.0755
H (-2.767, -1.257, 2.975)  0.1155
N (-0.595, 2.577, 1.730)  0.0396
C (-0.277, 3.652, 2.663)  -0.2623
C (0.099, 3.074, 4.021)  -0.1585
C (-1.030, 2.296, 4.718)  -0.1848
C (-0.853, 0.775, 4.778)  -0.2618
N (-0.871, 0.053, 3.506)  0.0318
H (0.212, 1.957, 1.642)  0.0209
H (-0.779, 2.958, 0.809)  0.0850
H (-1.166, 4.280, 2.782)  0.1058
H (0.530, 4.313, 2.323)  0.1001
H (0.416, 3.915, 4.644)  0.1050
H (0.985, 2.435, 3.915)  0.0985
H (-1.988, 2.520, 4.222)  0.0069
H (-1.133, 2.645, 5.752)  0.1159
H (-1.634, 0.373, 5.430)  0.0993
H (0.100, 0.549, 5.269)  0.1223
H (-1.568, 0.472, 2.895)  -0.0037
H (0.012, 0.184, 3.017)  0.0521

Properties
* E_tot: -3312.29543 Eh
* max |F|: 6.223 eV/A
* multiplicity: 1
* LUMO level: 3.45 eV
* HOMO: -2.510 eV
* charge: -2



Entry 2:
Formula: C10H16AsBIrN2O4S
Source: OMol25
Level of theory: ωB97M-V/def2-TZVPD

Each line ends with the Löwdin charge.
Positions of all 36 atoms, in Å:
Ir (0.365, -0.091, -0.330)  1.0068
N (-0.713, -1.911, -0.712)  -0.0672
N (-1.028, -2.477, 0.551)  0.0456
C (-0.410, -1.928, 1.670)  -0.6519
O (-0.367, -2.460, 2.736)  0.1395
O (0.135, -0.716, 1.452)  -0.2310
H (-1.589, -1.713, -1.191)  0.0955
H (-0.175, -2.560, -1.282)  0.1331
H (-1.144, -3.478, 0.595)  0.1610
C (1.476, 4.673, 1.358)  -0.2356
As (0.560, 2.988, 1.277)  0.8189
C (0.546, 2.238, 3.037)  -0.2190
C (-1.252, 3.395, 0.802)  -0.2137
S (1.660, 1.736, -0.114)  0.2411
H (0.956, 5.327, 2.056)  0.0514
H (1.482, 5.118, 0.366)  0.0496
H (2.498, 4.513, 1.692)  0.0492
H (0.072, 2.960, 3.700)  0.0548
H (1.570, 2.049, 3.352)  0.0561
H (-0.005, 1.300, 3.026)  0.0341
H (-1.606, 4.151, 1.502)  0.0571
H (-1.865, 2.499, 0.883)  0.0501
H (-1.281, 3.776, -0.214)  0.0465
O (-2.469, 0.090, -1.391)  0.1149
B (-1.232, 0.712, -1.286)  -0.7082
O (-1.215, 1.933, -1.936)  0.1036
C (-2.483, 2.058, -2.492)  -0.1952
C (-2.977, 3.080, -3.269)  0.0200
C (-4.296, 2.944, -3.694)  -0.0640
C (-5.063, 1.836, -3.349)  -0.0629
C (-4.546, 0.806, -2.565)  0.0230
C (-3.243, 0.956, -2.157)  -0.1825
H (-2.371, 3.936, -3.536)  0.1271
H (-4.733, 3.716, -4.313)  0.1120
H (-6.084, 1.770, -3.698)  0.1124
H (-5.134, -0.061, -2.295)  0.1277

Properties
* E_tot: -3564.14259 Eh
* max |F|: 1.136 eV/A
* multiplicity: 1
* LUMO level: -4.54 eV
* HOMO: -11.799 eV
* charge: +1



Entry 3:
Formula: C5H3NO2
Source: OMol25
Level of theory: ωB97M-V/def2-TZVPD

Each line ends with the Löwdin charge.
Positions of all 11 atoms, in Å:
N (-2.965, -1.279, -0.475)  0.1361
C (-1.952, -0.600, -0.025)  -0.0654
C (-1.125, 0.546, 0.487)  -0.3602
O (-1.868, 1.299, 1.105)  0.1101
C (0.140, 0.889, -0.449)  0.0242
C (1.326, 0.298, -0.655)  -0.0085
C (1.353, -0.707, 0.462)  -0.2217
O (0.527, -0.891, 1.390)  0.0146
H (-0.155, 1.530, -1.198)  0.0867
H (2.391, 0.312, -0.997)  0.1354
H (2.327, -1.397, 0.356)  0.1488

Properties
* E_tot: -397.37828 Eh
* max |F|: 11.836 eV/A
* multiplicity: 1
* LUMO level: -1.36 eV
* HOMO: -10.835 eV
* structure (SMILES): N#CC(=O)/C=C\C=O



Entry 4:
Formula: C13H19F12HgN3O9S4
Source: OMol25
Level of theory: ωB97M-V/def2-TZVPD

Each line ends with the Löwdin charge.
Positions of all 61 atoms, in Å:
Hg (-16.745, -8.885, 29.643)  1.2451
C (-18.324, -10.593, 25.925)  -0.6685
F (-19.565, -10.575, 26.429)  0.1340
F (-17.788, -11.742, 26.325)  0.1375
F (-18.370, -10.496, 24.625)  0.1935
S (-17.416, -9.118, 26.679)  0.6613
O (-16.920, -8.190, 25.701)  -0.2389
O (-18.338, -8.533, 27.643)  -0.3527
N (-16.221, -9.841, 27.651)  -0.3835
S (-15.059, -10.488, 26.741)  0.6000
O (-14.717, -11.776, 27.321)  -0.2959
O (-15.286, -10.493, 25.324)  -0.2456
C (-13.556, -9.447, 27.228)  -0.7325
F (-13.807, -8.186, 26.962)  0.1534
F (-13.303, -9.561, 28.506)  0.1610
F (-12.540, -9.865, 26.527)  0.1833
C (-18.369, -5.550, 32.075)  -0.6452
F (-18.876, -6.422, 32.947)  0.1390
F (-19.079, -4.451, 32.015)  0.1887
F (-17.110, -5.288, 32.427)  0.1360
S (-18.366, -6.421, 30.343)  0.6837
O (-18.810, -7.800, 30.583)  -0.3832
O (-19.219, -5.693, 29.438)  -0.2355
N (-16.698, -6.666, 29.929)  -0.3808
S (-16.334, -5.264, 29.236)  0.5869
O (-16.557, -5.260, 27.807)  -0.2628
O (-16.868, -4.081, 29.881)  -0.2714
C (-14.436, -5.185, 29.486)  -0.6902
F (-13.899, -6.227, 28.878)  0.1403
F (-13.909, -4.065, 29.098)  0.2023
F (-14.232, -5.322, 30.797)  0.1259
C (-15.895, -9.126, 32.459)  -0.0432
C (-16.846, -10.330, 32.589)  -0.4716
C (-18.092, -9.923, 33.403)  -0.1049
C (-19.461, -10.647, 33.166)  -0.1326
C (-19.628, -11.133, 31.713)  -0.1222
C (-18.367, -11.723, 31.080)  -0.4900
N (-17.265, -10.764, 31.195)  -0.1229
O (-16.128, -11.120, 30.429)  -0.1054
C (-18.024, -13.156, 31.547)  -0.0112
C (-18.685, -11.858, 29.579)  -0.0407
C (-16.092, -11.444, 33.331)  -0.0284
H (-15.671, -8.905, 33.504)  0.1088
H (-16.354, -8.219, 32.054)  0.0424
H (-15.019, -9.335, 31.845)  0.0846
H (-17.880, -10.219, 34.432)  0.1124
H (-18.210, -8.841, 33.383)  0.0970
H (-20.184, -9.875, 33.413)  0.1141
H (-19.505, -11.522, 33.812)  0.1042
H (-19.967, -10.271, 31.138)  0.1127
H (-20.425, -11.875, 31.775)  0.1305
H (-16.945, -13.359, 31.514)  0.0790
H (-18.373, -13.390, 32.550)  0.0867
H (-18.339, -13.917, 30.834)  0.0888
H (-19.387, -12.640, 29.283)  0.1013
H (-19.178, -10.968, 29.176)  0.0789
H (-17.787, -12.032, 28.986)  0.0747
H (-15.903, -11.115, 34.359)  0.0917
H (-15.069, -11.542, 32.959)  0.0931
H (-16.615, -12.384, 33.472)  0.0727
H (-16.033, -12.092, 30.427)  0.1146

Properties
* E_tot: -4292.55890 Eh
* max |F|: 5.142 eV/A
* multiplicity: 1
* LUMO level: -1.46 eV
* HOMO: -10.620 eV



- What is the formula in the first record?
  C66H80N5O6Rb



- What is the formula in the third record?
  C5H3NO2